Record 1
Molecular formula: C4H16NO6S
Method: DFT, wB97M-V/def2-TZVPD

CARTESIAN COORDINATES (ANGSTROEM)
H -0.75 3.81 -0.57
H -1.13 -2.00 0.36
H -0.60 2.71 -1.36
H -1.25 0.54 1.90
H 1.05 -2.27 -2.20
O -0.96 1.32 -0.41
H 2.60 0.02 -0.50
C -1.60 -1.43 1.16
H -1.76 -2.11 2.02
O -0.50 3.69 -1.50
H 1.16 -1.12 1.68
N 0.40 -0.76 2.26
O -0.50 0.43 -3.09
C -0.25 0.41 0.04
S -3.36 -0.90 0.82
C 1.00 0.31 3.04
H 1.78 0.00 3.73
C -0.68 -0.25 1.41
H 2.69 -0.69 -1.64
H -3.26 -0.05 -0.19
O 0.76 -2.63 -3.05
H 0.31 0.79 3.75
H -0.93 0.07 -2.32
O 3.36 -0.32 -1.04
H 1.49 1.05 2.35
O 0.85 0.05 -0.42
H -0.11 1.26 -2.82
H 0.20 -1.92 -3.39

The HOMO energy is -0.212 Eh. Its energy relative to the best compared isomer or geometry (same formula, charge and spin) is 1.524 eV. The frontier orbital gap is 8.75 eV. The charge is -1.

Record 2
Molecular formula: C3H5NO5
Method: DFT, wB97M-V/def2-TZVPD

CARTESIAN COORDINATES (ANGSTROEM)
O -0.37 1.21 1.98
O -1.07 2.69 0.52
H -0.48 1.32 -2.05
H -1.11 -2.53 0.07
N -0.48 1.72 0.87
H 1.55 -1.62 0.32
O -0.20 -2.72 0.24
O 0.13 1.68 -1.42
C 0.03 -0.48 -0.55
C 0.40 1.01 -0.24
C 0.52 -1.47 0.41
H 1.39 1.07 -0.03
O -0.65 -0.66 -1.51
H 0.33 -1.20 1.40

The HOMO energy is -0.406 Eh. As for the SMILES: O=C(CO)[C@@H](O)[N+](=O)[O-]. Its energy relative to the best compared isomer or geometry (same formula, charge and spin) is 3.448 eV. The frontier orbital gap is 11.00 eV.

Record 3
Molecular formula: C2H10N3
Method: DFT, wB97M-V/def2-TZVPD

CARTESIAN COORDINATES (ANGSTROEM)
H -2.24 -2.54 0.57
H -1.13 -2.36 -0.68
N -1.41 -0.58 0.28
N 2.41 2.06 -0.24
H 2.70 1.91 -1.19
H -1.42 0.25 -0.30
H 1.00 1.62 1.24
H -0.06 -0.52 0.11
H 2.72 2.89 0.25
C 1.42 1.36 0.26
N 0.98 0.23 -0.27
C -2.00 -1.88 -0.26
H 1.54 -0.59 -0.06
H -1.68 -0.24 1.19
H -2.83 -1.61 -0.91

The HOMO energy is -0.503 Eh. Its energy relative to the best compared isomer or geometry (same formula, charge and spin) is 2.505 eV. The frontier orbital gap is 10.01 eV. The charge is +1.

Record 4
Molecular formula: C8H19NO
Method: DFT, wB97M-V/def2-TZVPD

CARTESIAN COORDINATES (ANGSTROEM)
H -1.79 -2.21 0.50
O 1.00 -0.18 1.49
H 2.01 2.33 -1.36
H -1.77 1.22 2.09
H -0.40 0.06 1.95
H 1.23 -2.28 -0.85
C 3.21 0.03 -0.59
C -1.77 -0.06 0.36
H 0.34 1.95 -0.98
H -3.39 -1.47 0.21
H -0.47 -0.20 -0.01
H 1.42 -0.11 -1.78
H -3.38 1.17 -0.33
H 3.78 0.57 -1.35
H -2.21 -1.60 -1.10
N 0.91 -1.95 0.05
H -2.17 -0.49 2.44
C 0.93 -0.55 0.27
H 3.47 -1.02 -0.65
H -1.86 2.03 -0.19
H 3.51 0.40 0.40
C -1.63 0.19 1.79
C 1.37 1.75 -0.69
C -2.32 -1.42 -0.03
C -2.30 1.08 -0.48
H 1.53 2.10 0.33
H 1.18 -2.49 0.86
C 1.71 0.26 -0.79
H -2.13 0.91 -1.55

The HOMO energy is -0.336 Eh. Its energy relative to the best compared isomer or geometry (same formula, charge and spin) is 2.322 eV. The frontier orbital gap is 9.99 eV.

Record 5
Molecular formula: C40H43F5N3O3PPd
Method: DFT, wB97M-V/def2-TZVPD

CARTESIAN COORDINATES (ANGSTROEM)
C 0.63 -1.27 4.05
C 2.96 -0.46 4.74
C 2.10 2.01 1.05
H -0.08 -2.84 5.40
N 2.32 0.28 -0.50
H -0.94 -3.64 -3.49
C 6.54 0.14 -0.76
H 4.08 -4.78 0.60
H 2.27 -0.16 6.75
C -1.08 1.41 -1.39
C 2.99 1.16 0.21
H 1.46 -4.08 -4.08
H 3.38 -3.38 3.97
C 1.76 3.69 2.73
C -0.62 -4.65 3.21
H 4.76 -1.26 -2.18
C -2.00 -5.29 3.24
H -3.59 -2.30 3.89
O 7.11 0.95 -0.03
C -2.01 -2.64 2.46
H -1.97 -6.27 3.71
C 3.34 -2.37 1.51
H 4.48 -5.42 3.52
Pd 0.14 0.29 -0.29
H 0.12 -5.35 2.80
C 3.79 -5.09 2.73
C -2.99 -4.38 4.00
H 5.57 -5.01 1.48
H 5.04 1.83 0.68
C -3.22 1.77 -2.51
H 2.07 -4.53 3.92
H 1.18 0.72 4.61
H 3.61 0.42 4.74
H 3.49 -1.22 4.16
F -3.57 3.72 -3.78
C 2.84 -0.55 -1.37
H -2.97 -4.63 5.07
H -1.46 -1.74 -1.99
H -0.31 4.04 3.23
N 0.49 -1.18 -1.73
C -1.49 3.40 -2.71
H 2.36 -3.02 5.70
H 5.18 -2.76 2.60
C -0.14 -3.03 -3.10
P 0.74 -2.22 2.47
C 1.18 -3.27 -3.42
C 1.64 -0.11 4.06
H -0.06 -1.22 6.05
C 2.61 2.95 1.93
H -1.12 2.36 1.59
C 4.98 0.26 -0.73
C 2.24 -3.22 2.17
H -2.34 -5.44 2.22
N 0.75 1.83 0.96
H 2.16 4.42 3.42
F -4.45 1.34 -2.78
C 1.80 -1.41 -2.02
H 5.39 -2.62 0.87
F -2.86 -0.15 -1.23
C 1.83 -2.19 6.16
F -1.05 4.57 -3.21
C 2.83 -4.05 3.31
C -0.66 -3.38 2.35
C 2.74 -0.96 6.16
O 0.58 -1.20 1.38
H -0.54 -3.69 1.30
F 0.57 3.08 -1.67
H 3.09 -2.26 0.45
C -2.37 1.02 -1.71
H 3.69 -1.18 6.64
C 4.22 -0.60 -1.52
H 3.20 -2.61 -3.09
C 4.72 -3.02 1.64
H 3.36 -1.35 1.91
C -2.68 -2.89 3.81
H -1.88 -1.57 2.26
H -4.01 -4.60 3.66
H 1.61 -2.49 7.18
H 1.87 -3.93 1.42
C -2.77 2.97 -3.01
C 2.16 -2.45 -2.87
C -0.44 -1.98 -2.25
C -0.06 2.55 1.73
H 1.80 0.25 3.05
H -2.67 -3.00 1.67
C 4.59 -4.54 1.54
C 4.38 1.18 0.12
H 3.23 -5.98 2.43
H 3.68 3.09 1.99
H -2.01 -2.54 4.61
C 0.51 -1.92 5.44
H -0.30 -4.44 4.23
O 6.95 -0.77 -1.49
C -0.67 2.62 -1.92
H -0.35 -0.82 3.84
C 0.39 3.48 2.63

The HOMO energy is -0.289 Eh. The frontier orbital gap is 7.09 eV.

Record 6
Molecular formula: C5H14NO3
Method: DFT, wB97M-V/def2-TZVPD

CARTESIAN COORDINATES (ANGSTROEM)
H 0.07 -2.60 0.73
C -1.14 0.82 0.71
H 1.08 0.93 1.01
H 0.92 -1.48 -2.77
H 0.84 -1.09 -0.29
C 1.19 0.96 -1.58
H -0.09 2.02 1.99
O 0.20 0.09 2.63
H -1.49 1.86 0.49
O -0.36 -2.60 1.60
C 0.40 -0.39 -1.02
H 0.93 -0.53 2.55
H 1.39 0.74 -2.62
H -0.54 -1.73 1.98
C 0.14 1.06 1.53
H -1.96 0.54 1.41
H 2.10 1.12 -0.96
O 0.39 2.04 -1.44
H -1.63 -0.87 -0.54
N 0.11 -1.38 -2.16
H -0.58 -0.96 -2.79
H -1.37 0.65 -1.43
C -1.04 0.05 -0.57

The HOMO energy is -0.100 Eh. Its energy relative to the best compared isomer or geometry (same formula, charge and spin) is 2.125 eV. The frontier orbital gap is 6.45 eV. The charge is -1.

no.,electronic energy (eV)
1,-29020.2655
2,-14915.3451
3,-6698.5343
4,-12140.2886
5,-79148.0081
6,-13043.3276